Record 1
A 2-piece molecular cluster, H6N4O4 overall at a distorted geometry, computed with wB97M-V/def2-TZVPD.

The energy above the lowest of the compared OMol25 structures with the same formula, charge and spin comes out at 2.232 eV. The value obtained for the HOMO-LUMO gap (spin up / spin down) is 0.354 / 0.306 Ha. The calculation puts the total energy at -523.08722 Eh. The multiplicity is 1.

Each line ends with the natural charge from an NBO analysis.
Cartesian coordinates (Å):
N  0.94  -1.37  0.98  -0.505
N  -0.77  -0.51  2.45  -0.509
N  0.85  0.25  -2.27  -0.516
N  -0.03  0.77  0.75  0.260
O  1.04  0.03  0.67  -0.209
O  -0.98  0.50  1.55  -0.081
O  -0.50  0.31  -2.38  -0.181
O  -1.00  1.29  -1.39  -0.490
H  1.33  -1.50  2.01  0.374
H  0.05  -1.70  0.98  0.360
H  -1.63  -0.56  2.92  0.313
H  -1.67  1.58  -2.17  0.464
H  1.22  -0.22  -1.49  0.368
H  1.17  1.15  -2.63  0.353

---

Record 2
A 2-piece molecular cluster, H6NOSi2 overall at a distorted geometry, computed with wB97M-V/def2-TZVPD.

The energy above the lowest of the compared OMol25 structures with the same formula, charge and spin comes out at 5.621 eV. The value obtained for the HOMO-LUMO gap (spin up / spin down) is 0.227 / 0.246 Ha. The calculation puts the total energy at -712.40245 Eh. The total charge is -1. The multiplicity is 1.

Each line ends with the natural charge from an NBO analysis.
Cartesian coordinates (Å):
N  -1.26  -0.21  -1.11  -0.654
O  -0.14  -0.93  -0.92  -0.545
Si  2.54  -0.31  -0.18  0.506
Si  -2.13  0.51  0.23  0.999
H  3.05  -1.62  -0.58  -0.205
H  3.33  0.63  -0.81  -0.216
H  2.22  -0.36  1.33  -0.173
H  -1.45  1.71  0.93  -0.238
H  -3.61  1.07  -0.21  -0.228
H  -2.54  -0.49  1.33  -0.245

---

Record 3
An isolated ion of composition H6NP2S and charge +1, computed with wB97M-V/def2-TZVPD.

The energy above the lowest of the compared OMol25 structures with the same formula, charge and spin comes out at 0.000 eV. The value obtained for the HOMO-LUMO gap is 0.350 Ha. The calculation puts the total energy at -1138.95499 Eh. The total charge is +1. The multiplicity is 1. The structure (SMILES) is [NH2+]=[PH2][PH2]=S.

Each line ends with the natural charge from an NBO analysis.
Cartesian coordinates (Å):
N  -0.29  1.65  -0.39  -1.104
P  -0.72  0.08  -0.54  0.941
P  0.57  -1.20  0.73  0.538
S  2.34  -0.81  0.10  -0.410
H  0.55  1.88  -0.90  0.443
H  -0.21  2.00  0.56  0.432
H  -2.10  -0.01  -0.35  0.040
H  -0.39  -0.30  -1.83  0.070
H  0.05  -2.50  0.61  0.031
H  0.21  -0.79  2.02  0.019

---

Record 4
An isolated molecule of H6O2Si2 at a distorted geometry, computed with wB97M-V/def2-TZVPD.

The energy above the lowest of the compared OMol25 structures with the same formula, charge and spin comes out at 1.692 eV. The value obtained for the HOMO-LUMO gap is 0.396 Ha. The calculation puts the total energy at -733.07075 Eh. The multiplicity is 1. The structure (SMILES) is O[SiH](O)[SiH3].

Each line ends with the natural charge from an NBO analysis.
Cartesian coordinates (Å):
O  -1.79  1.04  0.58  -1.103
Si  -0.91  -0.02  -0.39  1.465
O  -1.40  -1.40  0.32  -1.096
Si  1.28  -0.17  0.22  0.210
H  -1.74  1.96  0.49  0.489
H  -1.75  0.18  -1.65  -0.201
H  -2.41  -1.47  0.32  0.506
H  1.35  -1.56  0.93  -0.089
H  2.11  -0.75  -0.88  -0.112
H  2.01  0.65  1.38  -0.069

---

Record 5
A 3-piece molecular cluster, H6O3 overall at a distorted geometry, computed with wB97M-V/def2-TZVPD.

The energy above the lowest of the compared OMol25 structures with the same formula, charge and spin comes out at 0.684 eV. The value obtained for the HOMO-LUMO gap is 0.451 Ha. The calculation puts the total energy at -229.29994 Eh. The multiplicity is 1. The structure (SMILES) is O.O.O.

Each line ends with the natural charge from an NBO analysis.
Cartesian coordinates (Å):
O  -0.77  -1.74  -3.47  -0.930
H  -0.48  -1.58  -2.57  0.468
H  -1.65  -2.11  -3.33  0.462
O  2.99  -0.15  -2.13  -0.944
H  2.88  0.71  -1.65  0.473
H  3.66  -0.66  -1.67  0.471
O  -2.29  1.61  4.64  -0.938
H  -2.03  1.34  5.53  0.469
H  -2.32  2.57  4.65  0.469

---

Record 6
H6O3 as an isolated structure at a distorted geometry, computed with wB97M-V/def2-TZVPD.

The energy above the lowest of the compared OMol25 structures with the same formula, charge and spin comes out at 1.576 eV. The value obtained for the HOMO-LUMO gap is 0.373 Ha. The calculation puts the total energy at -229.26717 Eh. The multiplicity is 1.

Each line ends with the natural charge from an NBO analysis.
Cartesian coordinates (Å):
O  -17.63  -9.85  -9.78  -0.978
H  -16.69  -9.82  -9.95  0.452
H  -17.92  -10.69  -10.13  0.492
O  -17.20  -12.57  -12.82  -0.893
H  -17.52  -12.45  -13.72  0.505
H  -16.27  -12.35  -12.87  0.494
O  -17.45  -12.10  -10.72  -0.987
H  -17.38  -12.43  -11.62  0.454
H  -17.11  -12.81  -10.18  0.462

---

Record 7
A 3-piece molecular cluster, H6O3 overall, computed with wB97M-V/def2-TZVPD.

The energy above the lowest of the compared OMol25 structures with the same formula, charge and spin comes out at 0.604 eV. The value obtained for the HOMO-LUMO gap is 0.448 Ha. The calculation puts the total energy at -229.30288 Eh. The multiplicity is 1. The structure (SMILES) is O.O.O.

Each line ends with the natural charge from an NBO analysis.
Cartesian coordinates (Å):
O  5.61  -17.82  -8.73  -0.937
H  5.41  -17.12  -9.35  0.469
H  4.75  -18.18  -8.50  0.468
O  7.88  -20.18  -4.82  -0.939
H  7.89  -21.07  -5.17  0.468
H  7.62  -19.64  -5.57  0.471
O  12.71  -19.92  -2.86  -0.936
H  11.82  -19.65  -3.12  0.471
H  13.05  -19.16  -2.38  0.466

---

Record 8
A 3-piece molecular cluster, H6O3 overall at a distorted geometry, computed with wB97M-V/def2-TZVPD.

The energy above the lowest of the compared OMol25 structures with the same formula, charge and spin comes out at 1.511 eV. The value obtained for the HOMO-LUMO gap is 0.413 Ha. The calculation puts the total energy at -229.26955 Eh. The multiplicity is 1. The structure (SMILES) is O.O.O.

Each line ends with the natural charge from an NBO analysis.
Cartesian coordinates (Å):
O  12.39  -22.51  23.64  -0.898
H  12.02  -22.02  22.93  0.463
H  12.94  -21.95  23.95  0.450
O  13.50  -20.24  20.39  -0.963
H  13.73  -21.19  20.61  0.488
H  12.71  -20.15  20.94  0.443
O  14.23  -22.52  21.50  -0.943
H  14.91  -23.00  21.35  0.464
H  13.71  -23.01  22.19  0.497

---

Record 9
H6O3Tl as an isolated structure at a distorted geometry, computed with wB97M-V/def2-TZVPD.

The energy above the lowest of the compared OMol25 structures with the same formula, charge and spin comes out at 2.020 eV. The value obtained for the HOMO-LUMO gap is 0.176 Ha. The calculation puts the total energy at -400.21305 Eh. The total charge is +3. The multiplicity is 1.

Each line ends with the natural charge from an NBO analysis.
Cartesian coordinates (Å):
Tl  -0.40  1.63  -0.62  1.816
O  0.64  -0.18  -2.35  -0.764
H  1.00  0.00  -3.27  0.579
H  1.02  -1.06  -2.09  0.557
O  0.06  1.37  2.11  -0.707
H  0.93  1.82  2.32  0.560
H  -0.07  0.69  2.84  0.579
O  -0.98  -1.04  0.27  -0.740
H  -0.34  -1.79  0.23  0.549
H  -1.85  -1.44  0.56  0.571

---

Record 10
A 2-piece molecular cluster, H6O4Si2 overall at a distorted geometry, computed with wB97M-V/def2-TZVPD.

The energy above the lowest of the compared OMol25 structures with the same formula, charge and spin comes out at 3.793 eV. The value obtained for the HOMO-LUMO gap is 0.278 Ha. The calculation puts the total energy at -883.60554 Eh. The multiplicity is 1.

Each line ends with the natural charge from an NBO analysis.
Cartesian coordinates (Å):
O  2.49  0.64  0.81  -1.117
O  1.68  1.59  -1.38  -1.131
O  -2.66  -0.36  -0.68  -1.157
O  -1.12  -1.73  0.95  -1.116
Si  1.24  1.45  0.20  1.479
Si  -1.09  -0.81  -0.37  1.458
H  2.83  -0.04  0.26  0.505
H  2.44  1.98  -1.66  0.489
H  -3.19  -0.25  -1.47  0.523
H  -1.87  -1.79  1.42  0.497
H  1.26  2.87  0.78  -0.206
H  -0.99  -1.91  -1.54  -0.225